Density functional theory data (ωB97M-V/def2-TZVPD) for a cluster of 6 separate species, C45H77BBrFIN11O11P in total at a distorted geometry.

The spin multiplicity is 1. As for the total charge: +1. The LUMO energy comes out at -2.663 eV. For the total energy, the calculation gives -177642.451 eV. Its HOMO energy is -9.9 eV.

Each line ends with the Mulliken charge.
CARTESIAN COORDINATES (ANGSTROEM)
C  0.270  -2.409  0.591  -0.9283
B  1.295  -1.870  -0.516  0.9405
O  1.545  -2.749  -1.594  -0.7431
C  2.006  -0.373  -0.480  -0.6137
Br  3.445  -0.570  -1.851  0.0233
C  0.742  0.505  -0.998  -2.4438
N  0.066  -0.065  -2.139  1.5159
C  0.608  0.009  -3.484  -1.0312
C  -1.354  -0.227  -2.026  0.5401
C  -2.391  0.469  -3.004  -1.2702
O  -1.859  -0.965  -1.199  -0.4458
N  0.886  1.965  -0.878  1.3405
C  1.693  2.667  -1.859  0.2339
C  0.892  3.271  -3.110  -0.1546
O  1.273  3.027  -4.219  -0.4634
I  -0.819  4.575  -2.983  0.0216
C  1.162  2.305  0.540  -2.3810
C  -0.160  2.441  1.442  -0.7487
C  -1.292  3.211  0.599  -1.1372
C  -2.368  2.267  -0.040  0.2132
N  -3.721  2.621  0.519  -0.6123
C  -3.953  1.937  1.822  0.0685
C  -5.226  1.015  1.787  0.0271
C  -6.586  1.520  2.082  -0.7583
C  -7.739  0.620  2.017  -0.6013
C  -7.632  -0.819  1.667  -0.3689
C  -6.275  -1.313  1.384  -0.5608
C  -5.121  -0.411  1.453  0.4382
O  -3.851  -0.958  1.181  -0.3900
C  2.355  1.492  1.228  1.8679
P  3.960  2.482  0.780  0.2408
N  5.012  2.522  1.968  -0.8211
C  2.193  1.751  2.784  -1.2234
O  2.339  2.869  3.199  -0.4298
N  1.930  0.681  3.758  0.3598
C  0.821  0.943  4.641  0.4131
O  0.626  0.179  5.530  -0.4710
F  -0.016  2.019  4.540  -0.1732
N  2.471  0.026  0.879  1.1655
C  3.813  -0.451  1.316  -0.6767
C  3.849  -1.984  1.697  0.2362
C  3.156  -2.555  2.860  0.0425
C  3.232  -4.003  3.103  -0.9569
C  3.989  -4.912  2.202  0.7334
C  4.050  -6.452  2.410  -1.3313
C  4.711  -4.304  1.063  -1.2403
C  4.630  -2.867  0.828  -0.3768
H  0.774  -3.306  1.078  0.4470
H  0.094  -1.687  1.450  0.0945
H  -0.701  -2.789  0.188  0.3397
H  1.462  -3.662  -1.254  0.2812
H  0.012  0.264  -0.146  0.0614
H  1.569  0.575  -3.626  0.3138
H  0.850  -1.043  -3.837  0.2026
H  -0.082  0.415  -4.285  0.3871
H  -1.971  1.461  -3.361  0.2134
H  -2.564  -0.133  -3.935  0.3951
H  -3.344  0.725  -2.465  0.3014
H  2.512  2.062  -2.358  0.0672
H  2.252  3.571  -1.464  0.4968
H  1.519  3.379  0.524  0.8156
H  0.000  3.161  2.295  0.7344
H  -0.546  1.440  1.787  -0.0037
H  -0.726  3.863  -0.112  -0.0078
H  -1.845  3.916  1.289  0.7156
H  -2.434  2.524  -1.132  0.1303
H  -2.228  1.173  0.174  0.1344
H  -4.361  2.166  -0.149  0.3782
H  -3.044  1.372  2.173  -0.0866
H  -4.206  2.746  2.570  0.4657
H  -6.782  2.584  2.353  0.3366
H  -8.769  0.977  2.264  0.3635
H  -8.522  -1.506  1.631  0.4507
H  -6.173  -2.391  1.111  0.3122
H  -3.906  -1.425  0.326  0.2346
H  3.659  3.826  0.411  0.2295
H  4.539  1.820  -0.340  0.2677
H  5.175  3.516  2.178  0.3013
H  2.764  0.640  4.363  0.4071
H  1.805  -0.433  1.540  0.6386
H  4.669  -0.286  0.619  0.4770
H  4.180  0.032  2.275  0.7180
H  2.577  -1.918  3.568  0.3077
H  2.722  -4.503  3.970  0.3659
H  4.702  -6.776  3.265  0.2921
H  3.003  -6.831  2.603  0.3833
H  4.387  -6.987  1.476  0.3427
H  5.314  -4.961  0.393  0.2614
H  5.182  -2.437  -0.047  0.4016
C  7.291  1.348  -1.944  0.0212
O  6.144  1.546  -1.562  -0.6593
N  7.690  1.344  -3.229  0.2084
C  9.071  1.102  -3.608  -0.9118
C  6.710  1.590  -4.271  -0.8859
H  8.111  1.152  -1.235  0.3052
H  9.450  1.969  -4.153  0.3418
H  9.116  0.221  -4.250  0.3356
H  9.692  0.934  -2.728  0.2883
H  6.260  2.572  -4.113  0.2727
H  5.925  0.832  -4.213  0.2164
H  7.182  1.556  -5.251  0.3701
C  -11.260  -2.878  1.113  0.0328
O  -10.648  -1.823  1.059  -0.5993
N  -11.288  -3.712  2.176  0.1398
C  -12.041  -4.952  2.162  -0.9525
C  -10.542  -3.354  3.370  -0.9045
H  -11.858  -3.242  0.263  0.3917
H  -12.785  -4.928  2.962  0.3515
H  -11.357  -5.788  2.326  0.3613
H  -12.548  -5.087  1.208  0.2895
H  -10.904  -2.396  3.748  0.2737
H  -9.485  -3.251  3.116  0.2823
H  -10.661  -4.119  4.135  0.3860
C  8.575  -3.268  0.838  0.1906
O  7.709  -3.791  0.160  -0.6196
N  9.225  -3.862  1.864  0.1045
C  10.248  -3.175  2.629  -0.9363
C  8.888  -5.231  2.209  -0.8456
H  8.905  -2.231  0.659  0.2515
H  11.188  -3.725  2.545  0.3443
H  9.944  -3.133  3.677  0.3456
H  10.394  -2.161  2.259  0.2981
H  9.067  -5.875  1.345  0.2951
H  7.829  -5.286  2.471  0.1999
H  9.491  -5.571  3.050  0.3795
C  -15.532  0.575  1.242  0.1159
O  -16.117  -0.275  0.599  -0.5762
N  -14.189  0.630  1.423  0.1490
C  -13.560  1.675  2.204  -0.8473
C  -13.357  -0.391  0.813  -1.0096
H  -16.070  1.395  1.745  0.2551
H  -12.860  2.225  1.570  0.3088
H  -13.016  1.222  3.037  0.2976
H  -14.304  2.367  2.598  0.2985
H  -13.503  -0.372  -0.269  0.2944
H  -13.659  -1.371  1.191  0.2973
H  -12.308  -0.218  1.043  0.4020
C  8.074  4.237  -7.098  0.0716
O  9.088  3.793  -6.592  -0.5864
N  7.365  5.294  -6.634  0.1338
C  6.162  5.764  -7.293  -0.9125
C  7.826  5.976  -5.438  -0.8883
H  7.639  3.792  -8.009  0.3236
H  6.304  6.802  -7.601  0.3360
H  5.324  5.703  -6.595  0.3237
H  5.939  5.159  -8.172  0.2997
H  8.834  6.360  -5.608  0.3110
H  7.859  5.266  -4.608  0.2155
H  7.158  6.799  -5.190  0.3867

=====

Density functional theory data (ωB97M-V/def2-TZVPD) for a structure of composition C36H24HgN4O6PS.

The spin multiplicity is 2. As for the expectation value of S²: 0.7706. As for the total charge: -2. The LUMO energy (alpha / beta) comes out at 3.789 / 3.753 eV. For the total energy, the calculation gives -80269.886 eV. Its HOMO energy (alpha / beta) is -0.4 / -3.3 eV.

Each line ends with the Mulliken charge.
CARTESIAN COORDINATES (ANGSTROEM)
Hg  0.975  -0.643  0.315  2.2600
N  -2.538  -3.309  0.542  0.1364
C  -2.310  -3.174  1.899  0.4950
C  -3.033  -3.580  3.001  -1.2837
C  -2.533  -3.242  4.261  -0.3900
C  -1.354  -2.513  4.382  -0.8239
C  -0.626  -2.106  3.267  -0.3656
C  -1.105  -2.450  2.009  0.5196
N  -0.598  -2.196  0.751  -0.4179
C  -1.476  -2.727  -0.142  -0.1565
C  -1.427  -2.713  -1.536  -0.0344
C  -2.418  -3.200  -2.415  -0.8261
S  -1.891  -2.958  -4.048  -0.3014
C  -0.405  -2.275  -3.451  -0.1342
N  -0.302  -2.203  -2.173  -0.0668
H  -3.164  -3.967  0.115  0.3111
H  -3.957  -4.137  2.894  0.3934
H  -3.074  -3.543  5.150  0.3700
H  -0.991  -2.245  5.366  0.4361
H  0.272  -1.514  3.372  0.1604
H  -3.451  -3.411  -2.196  0.3438
H  0.387  -1.963  -4.118  0.4342
O  7.634  -0.933  2.948  -0.7466
C  6.686  -0.343  3.506  0.4205
O  6.652  0.280  4.583  -0.7227
C  5.341  -0.400  2.731  0.3356
C  5.263  -1.055  1.507  -0.9415
C  4.059  -1.105  0.837  -0.4579
N  2.952  -0.546  1.338  -0.0236
C  3.002  0.115  2.503  0.9064
C  4.187  0.199  3.219  -0.8394
C  1.717  0.801  3.014  -0.1394
O  1.799  1.390  4.089  -0.7732
O  0.686  0.689  2.277  -0.5882
H  6.156  -1.512  1.104  0.4496
H  3.952  -1.575  -0.133  0.5232
H  4.207  0.735  4.156  0.6277
O  2.496  -1.064  -3.725  -0.8112
C  2.039  -0.208  -2.958  0.3027
O  2.362  0.042  -1.766  -0.5439
C  0.952  0.706  -3.561  0.4900
C  1.029  0.977  -4.927  -0.7611
C  0.132  1.827  -5.547  -0.6445
C  -0.884  2.422  -4.807  -0.7745
C  -0.989  2.145  -3.457  -0.3550
C  -0.084  1.286  -2.826  0.8621
P  -0.306  1.013  -1.044  0.2377
C  -0.025  2.671  -0.354  0.8433
C  -1.032  3.554  0.009  -0.2092
C  -0.706  4.789  0.556  -0.6792
C  0.622  5.139  0.739  -0.5100
C  1.632  4.257  0.374  -0.6745
C  1.312  3.024  -0.167  -0.5267
C  -2.054  0.636  -0.738  0.6585
C  -2.393  0.543  0.619  -1.0780
C  -3.647  0.090  0.990  -0.6727
C  -4.567  -0.286  0.016  -0.6410
C  -4.227  -0.212  -1.325  -0.7200
C  -2.970  0.244  -1.705  -0.6395
H  1.821  0.490  -5.482  0.4868
H  0.223  2.033  -6.607  0.3855
H  -1.589  3.096  -5.279  0.4042
H  -1.780  2.606  -2.875  0.4505
H  -2.071  3.271  -0.115  0.3557
H  -1.494  5.470  0.854  0.3869
H  0.874  6.094  1.185  0.3642
H  2.669  4.518  0.538  0.4224
H  2.090  2.313  -0.431  0.4122
H  -1.657  0.795  1.380  0.5115
H  -3.892  -0.003  2.041  0.4324
H  -5.540  -0.661  0.310  0.3703
H  -4.928  -0.536  -2.085  0.4087
H  -2.692  0.249  -2.752  0.3653

=====

Density functional theory data (ωB97M-V/def2-TZVPD) for an isolated molecule of C4H6N2O at a distorted geometry.

The spin multiplicity is 1. As for the SMILES: C=C1N[C@]1(C)N=O. As for the total charge: 0. The LUMO energy comes out at 0.073 eV. For the total energy, the calculation gives -9267.461 eV. Its HOMO energy is -9.1 eV.

Each line ends with the Mulliken charge.
CARTESIAN COORDINATES (ANGSTROEM)
C  0.511  1.715  0.057  -1.2363
C  -0.598  -0.629  0.130  -0.2707
C  0.572  0.243  -0.254  1.4210
C  -1.701  -1.169  0.560  -0.6749
N  1.560  -0.515  0.593  -0.0907
N  -0.024  -0.290  -1.406  -0.6277
O  2.030  -1.535  0.149  -0.3365
H  0.431  -1.147  -1.726  0.3093
H  -0.148  2.220  -0.646  0.3580
H  0.143  1.884  1.068  0.3129
H  1.512  2.129  -0.040  0.3193
H  -2.414  -1.632  -0.108  0.2707
H  -1.874  -1.274  1.621  0.2455

=====

Density functional theory data (ωB97M-V/def2-TZVPD) for an isolated molecule of C3H9N3O at a distorted geometry.

The spin multiplicity is 1. As for the SMILES: NCCNC(N)=O. As for the total charge: 0. The LUMO energy comes out at 0.765 eV. For the total energy, the calculation gives -9774.862 eV. Its HOMO energy is -9.5 eV.

Each line ends with the Mulliken charge.
CARTESIAN COORDINATES (ANGSTROEM)
C  0.451  0.681  0.840  -0.8065
N  -0.687  -0.275  0.878  -0.0988
C  -1.783  -0.376  0.032  0.4764
N  -1.889  0.587  -0.867  -0.4146
O  -2.656  -1.266  0.067  -0.6903
C  1.400  0.414  -0.338  -0.3652
N  1.867  -1.078  -0.345  -0.5890
H  1.047  0.550  1.759  0.3686
H  0.065  1.725  0.860  0.3241
H  -0.807  -1.035  1.550  0.2305
H  -2.551  0.328  -1.617  0.2721
H  -1.046  1.207  -1.139  0.2463
H  0.830  0.514  -1.274  0.2617
H  2.210  1.153  -0.367  0.3256
H  1.179  -1.778  -0.554  0.2352
H  2.370  -1.351  0.516  0.2242

=====

Density functional theory data (ωB97M-V/def2-TZVPD) for a cluster of 8 separate species, C41H98N6O8 in total at a distorted geometry.

The spin multiplicity is 1. As for the SMILES: CC1(C)CCCC(C)(C)N1O.CC1(C)CCCC(C)(C)N1O.CC1(C)CCCC(C)(C)N1O.COC[C@H](C)N.COC[C@H](C)N.COC[C@H](C)N.CO.CO. As for the total charge: 0. The LUMO energy comes out at 0.343 eV. For the total energy, the calculation gives -69418.965 eV. Its HOMO energy is -8.1 eV.

Each line ends with the Mulliken charge.
CARTESIAN COORDINATES (ANGSTROEM)
C  -4.715  2.805  -2.155  -0.1158
O  -5.166  3.996  -2.807  -0.5465
H  -5.058  1.925  -2.699  0.2377
H  -3.626  2.796  -2.183  0.1298
H  -5.042  2.578  -1.140  0.0204
H  -5.372  4.642  -2.127  0.3008
C  -1.242  -4.763  0.881  -0.6227
O  -2.480  -4.341  1.413  -0.5312
H  -1.051  -5.810  1.114  0.4212
H  -1.139  -4.600  -0.192  0.3514
H  -0.387  -4.237  1.306  0.1207
H  -3.139  -4.739  0.840  0.3398
C  1.519  -4.485  -1.773  -1.8148
C  1.337  -3.268  -0.835  1.4487
C  2.670  -2.451  -0.812  0.1407
O  3.833  -3.175  -0.435  -0.5381
C  3.969  -3.414  0.979  -0.6199
N  0.284  -2.395  -1.271  1.4577
H  0.776  -5.265  -1.613  0.3235
H  2.480  -4.967  -1.591  0.4569
H  1.611  -4.184  -2.817  0.2495
H  1.190  -3.699  0.155  -0.2387
H  2.604  -1.529  -0.234  -0.5678
H  2.951  -2.140  -1.819  -0.1000
H  3.205  -4.041  1.438  0.2817
H  4.036  -2.498  1.567  0.1502
H  4.903  -3.946  1.160  0.3309
H  0.053  -1.650  -0.629  -0.5471
H  -0.568  -2.936  -1.261  -0.0255
C  1.486  3.321  3.595  -1.2763
C  1.082  4.168  2.317  0.4585
C  0.441  3.188  1.254  -0.0815
O  0.036  3.900  0.060  -0.5155
C  -0.240  3.086  -1.022  -0.0135
N  0.119  5.218  2.717  -0.7865
H  2.149  3.962  4.176  0.3843
H  2.014  2.417  3.294  0.1695
H  0.663  3.072  4.265  0.3953
H  1.984  4.559  1.846  0.2591
H  -0.446  2.674  1.624  0.2158
H  1.113  2.415  0.881  -0.0265
H  -1.152  2.499  -0.916  -0.1640
H  0.570  2.397  -1.260  0.1243
H  -0.361  3.774  -1.859  0.3896
H  -0.201  5.575  1.828  0.2956
H  0.595  6.013  3.118  0.2683
C  -2.605  0.249  -0.468  -0.9222
C  -2.403  -1.071  0.177  0.9988
C  -1.308  -1.130  1.331  -0.4015
O  0.053  -0.794  0.948  0.2411
C  0.855  -0.368  2.035  -0.1061
N  -3.687  -1.588  0.658  -0.6999
H  -3.378  0.058  -1.213  0.3689
H  -1.717  0.613  -0.984  -0.2662
H  -3.058  0.932  0.251  0.1777
H  -2.118  -1.837  -0.544  -0.2171
H  -1.339  -2.108  1.810  0.2888
H  -1.673  -0.478  2.125  -0.1298
H  0.808  -1.121  2.822  0.6199
H  0.424  0.547  2.441  0.1225
H  1.884  -0.117  1.779  -0.8755
H  -3.873  -1.075  1.507  -0.0177
H  -3.635  -2.556  0.941  0.2599
C  -7.395  -1.031  4.793  -1.8835
C  -6.141  -1.355  3.881  1.2952
C  -6.268  -0.522  2.573  -1.1884
C  -5.869  0.929  2.702  -0.6719
C  -4.464  1.114  3.227  -0.2164
C  -4.256  0.279  4.552  1.2647
N  -4.823  -1.052  4.477  1.2298
O  -4.446  -1.914  5.525  -0.5780
C  -2.693  0.218  4.753  -1.9116
C  -4.932  1.055  5.757  -1.8391
C  -6.227  -2.846  3.538  -1.6811
H  -7.554  0.032  4.970  0.2819
H  -7.225  -1.427  5.794  0.4305
H  -8.318  -1.512  4.472  0.4416
H  -5.880  -0.991  1.668  0.4663
H  -7.329  -0.497  2.326  0.4885
H  -6.624  1.434  3.306  0.4141
H  -5.944  1.334  1.692  0.2357
H  -4.301  2.177  3.409  0.6413
H  -3.689  0.877  2.499  -0.7652
H  -2.598  0.094  5.832  0.5211
H  -2.285  -0.627  4.198  0.3493
H  -2.109  1.106  4.515  0.3503
H  -4.381  1.970  5.974  0.4658
H  -5.920  1.435  5.496  0.3035
H  -4.941  0.425  6.647  0.3971
H  -5.442  -3.056  2.811  0.1555
H  -7.131  -3.170  3.020  0.4140
H  -6.122  -3.533  4.378  0.4097
H  -3.920  -2.608  5.121  0.2967
C  2.055  -1.084  -5.178  -1.3531
C  1.081  0.108  -5.399  1.7401
C  0.927  0.441  -6.923  -1.1628
C  -0.104  -0.471  -7.644  -0.7923
C  -1.526  -0.505  -6.938  -1.0314
C  -1.378  -0.875  -5.413  1.5871
N  -0.269  -0.129  -4.778  -0.2817
O  -0.120  -0.343  -3.366  0.5309
C  -2.693  -0.568  -4.693  -1.9147
C  -1.297  -2.449  -5.242  -1.5710
C  1.707  1.374  -4.731  -1.9244
H  1.686  -1.971  -5.693  0.3491
H  2.134  -1.398  -4.137  -0.1476
H  3.022  -0.972  -5.670  0.5240
H  0.516  1.434  -7.103  0.3679
H  1.882  0.491  -7.447  0.4432
H  0.404  -1.420  -7.820  0.3232
H  -0.370  -0.094  -8.631  0.4580
H  -2.179  -1.129  -7.548  0.3918
H  -1.937  0.502  -6.874  0.4006
H  -2.822  0.503  -4.533  0.5120
H  -3.602  -0.838  -5.230  0.4064
H  -2.774  -1.136  -3.767  0.1446
H  -2.085  -3.038  -5.712  0.3910
H  -0.380  -2.857  -5.666  0.3488
H  -1.263  -2.693  -4.180  0.1778
H  1.001  2.202  -4.787  0.4431
H  2.580  1.730  -5.278  0.4381
H  2.067  1.257  -3.709  0.1562
H  0.294  -1.208  -3.327  -0.1049
C  6.458  -0.123  1.958  -1.8167
C  6.892  0.420  0.605  1.8630
C  5.822  -0.137  -0.445  -1.7450
C  4.440  0.497  -0.292  1.8820
C  4.584  1.979  -0.346  -1.6931
C  5.617  2.598  0.674  1.8291
N  6.941  1.890  0.542  0.1477
O  7.913  2.344  1.428  -0.4770
C  5.799  4.071  0.317  -1.8733
C  4.986  2.537  2.120  -1.0260
C  8.246  -0.169  0.263  -1.9753
H  6.881  -1.098  2.200  0.4098
H  5.387  -0.022  2.133  0.1603
H  6.969  0.464  2.721  0.4141
H  6.141  0.010  -1.477  0.5062
H  5.675  -1.207  -0.294  0.3102
H  3.855  0.268  0.599  -1.2302
H  3.919  0.069  -1.148  0.3120
H  3.637  2.499  -0.199  0.1159
H  4.847  2.350  -1.336  0.4689
H  4.784  4.468  0.278  0.3946
H  6.362  4.643  1.054  0.4291
H  6.138  4.307  -0.692  0.4222
H  4.519  3.490  2.367  0.4787
H  4.144  1.845  2.130  -0.2128
H  5.742  2.416  2.896  0.2918
H  8.514  0.106  -0.758  0.4447
H  8.252  -1.228  0.524  0.3910
H  9.118  0.151  0.833  0.4206
H  8.570  2.761  0.867  0.3581